(1)
Density functional theory data (the ωB97M-V functional and the def2-TZVPD basis) for the molecule C4H9NO at a distorted geometry.

Energy above the lowest of the compared OMol25 structures with the same formula, charge and spin: 66.70 kJ/mol
LUMO energy: 0.8 eV
HOMO-LUMO gap: 0.379 Eh
E_tot: -287.8070 Ha
Molar mass: 87.12 g mol⁻¹
SMILES: CC(C)C(N)=O

Each atom is followed by the atoms it is bonded to, with distances in Å.
Element x y z (Å)
1 C 0.779 0.756 -1.369  C2 1.528, H7 1.088, H8 1.091, H9 1.088
2 C 0.479 0.001 -0.075  C1 1.528, C3 1.522, C4 1.511, H10 1.179
3 C 0.226 0.956 1.082  C2 1.522, H11 1.089, H12 1.089, H13 1.092
4 C -0.589 -1.044 -0.300  C2 1.511, N5 1.348, O6 1.231
5 N -1.404 -1.397 0.713  C4 1.348, H14 1.003, H15 1.007
6 O -0.343 -1.818 -1.225  C4 1.231
7 H 0.959 0.056 -2.182  C1 1.088
8 H -0.059 1.403 -1.632  C1 1.091
9 H 1.680 1.357 -1.262  C1 1.088
10 H 1.280 -0.861 -0.006  C2 1.179
11 H 0.998 1.724 1.105  C3 1.089
12 H 0.213 0.455 2.049  C3 1.089
13 H -0.728 1.473 0.952  C3 1.092
14 H -1.461 -0.887 1.575  N5 1.003
15 H -2.030 -2.174 0.576  N5 1.007

Here are the natural (NBO) charges for atoms 1 to 6, given in e: number 1, C, carries -0.601; number 2, C, carries -0.311; number 3, C, carries -0.625; number 4, C, carries 0.659; number 5, N, carries -0.816; number 6, O, carries -0.643

=====

(2)
Density functional theory data (the ωB97M-V functional and the def2-TZVPD basis) for a cluster of 20 separate species, C37H114O20 in total at a distorted geometry.

LUMO energy: 0.6 eV
HOMO-LUMO gap: 0.365 Eh
E_tot: -2982.6060 Ha
Molar mass: 879.30 g mol⁻¹

Each atom is followed by the atoms it is bonded to, with distances in Å.
Element x y z (Å)
1 C -2.485 5.673 -0.118  C2 1.504, H4 1.064, H5 1.159, H6 1.122
2 C -2.279 4.220 -0.445  C1 1.504, O3 1.443, H7 1.084, H8 1.083
3 O -1.149 3.666 0.260  C2 1.443, H9 0.995
4 H -1.633 6.260 -0.366  C1 1.064
5 H -2.393 5.921 1.010  C1 1.159
6 H -3.408 6.172 -0.518  C1 1.122
7 H -2.084 4.187 -1.511  C2 1.084
8 H -3.210 3.712 -0.227  C2 1.083
9 H -1.336 3.871 1.215  O3 0.995
10 C 2.487 4.360 2.447  C11 1.449, H13 1.083, H14 1.155, H15 1.084
11 C 1.266 5.132 2.560  C10 1.449, O12 1.412, H16 1.067, H17 1.095
12 O 1.074 6.031 1.488  C11 1.412, H18 0.934
13 H 3.320 5.051 2.466  C10 1.083
14 H 2.487 3.695 1.504  C10 1.155
15 H 2.674 3.751 3.324  C10 1.084
16 H 1.226 5.629 3.504  C11 1.067
17 H 0.344 4.544 2.493  C11 1.095
18 H 1.646 6.753 1.641  O12 0.934
19 C 5.408 0.164 1.241  C20 1.564, H22 1.193, H23 1.098, H24 1.117
20 C 5.600 -0.162 -0.277  C19 1.564, O21 1.393, H25 1.089, H26 1.075
21 O 4.466 0.087 -1.045  C20 1.393, H27 0.948
22 H 5.506 1.351 1.306  C19 1.193
23 H 6.133 -0.266 1.945  C19 1.098
24 H 4.372 -0.080 1.576  C19 1.117
25 H 5.644 -1.247 -0.351  C20 1.089
26 H 6.461 0.378 -0.632  C20 1.075
27 H 4.292 1.013 -0.943  O21 0.948
28 C -1.405 -1.417 4.349  C29 1.487, H31 1.106, H32 1.052, H33 1.142
29 C -1.032 -0.144 3.676  C28 1.487, O30 1.424, H34 1.119, H35 1.101
30 O -2.145 0.744 3.682  C29 1.424, H36 0.982
31 H -1.576 -1.173 5.414  C28 1.106
32 H -0.674 -2.170 4.280  C28 1.052
33 H -2.439 -1.827 4.090  C28 1.142
34 H -0.709 -0.336 2.623  C29 1.119
35 H -0.196 0.399 4.144  C29 1.101
36 H -2.741 0.569 2.922  O30 0.982
37 C -1.960 5.209 -5.472  C38 1.449, H40 1.091, H41 1.112, H42 1.076
38 C -2.486 4.647 -4.244  C37 1.449, O39 1.421, H43 1.066, H44 1.142
39 O -2.070 3.303 -4.046  C38 1.421, H45 0.976
40 H -2.452 4.759 -6.336  C37 1.091
41 H -0.855 5.095 -5.423  C37 1.112
42 H -2.205 6.253 -5.392  C37 1.076
43 H -3.547 4.544 -4.223  C38 1.066
44 H -2.110 5.313 -3.396  C38 1.142
45 H -1.111 3.126 -4.047  O39 0.976
46 C 1.081 -7.599 0.955  C47 1.566, H49 1.063, H50 1.090, H51 1.080
47 C -0.016 -6.497 1.133  C46 1.566, O48 1.452, H52 1.090, H53 1.128
48 O 0.537 -5.262 1.658  C47 1.452, H54 0.961
49 H 1.601 -7.565 1.882  C46 1.063
50 H 1.782 -7.325 0.167  C46 1.090
51 H 0.746 -8.610 0.775  C46 1.080
52 H -0.699 -6.865 1.898  C47 1.090
53 H -0.635 -6.330 0.204  C47 1.128
54 H 1.158 -4.892 1.024  O48 0.961
55 C -6.169 3.773 4.556  C56 1.503, H58 1.096, H59 1.122, H60 1.066
56 C -5.294 2.916 3.685  C55 1.503, O57 1.395, H61 1.102, H62 1.092
57 O -5.977 1.780 3.250  C56 1.395, H63 0.989
58 H -7.224 3.702 4.267  C55 1.096
59 H -5.871 4.854 4.597  C55 1.122
60 H -6.101 3.429 5.562  C55 1.066
61 H -4.312 2.637 4.102  C56 1.102
62 H -5.096 3.539 2.810  C56 1.092
63 H -5.286 1.162 2.905  O57 0.989
64 C 2.404 0.706 -5.603  C65 1.508, H67 1.102, H68 1.093, H69 1.084
65 C 1.423 -0.299 -6.151  C64 1.508, O66 1.404, H70 1.103, H71 1.070
66 O 1.554 -1.529 -5.487  C65 1.404, H72 0.986
67 H 2.294 1.666 -6.132  C64 1.102
68 H 3.447 0.390 -5.684  C64 1.093
69 H 2.174 0.772 -4.545  C64 1.084
70 H 1.530 -0.294 -7.249  C65 1.103
71 H 0.443 0.007 -5.849  C65 1.070
72 H 2.509 -1.706 -5.318  O66 0.986
73 C 1.770 -5.258 5.526  C74 1.549, H76 1.124, H77 1.080, H78 1.055
74 C 2.821 -4.525 4.655  C73 1.549, O75 1.418, H79 1.138, H80 1.087
75 O 2.400 -4.277 3.324  C74 1.418, H81 0.993
76 H 0.739 -4.809 5.509  C73 1.124
77 H 2.077 -5.226 6.560  C73 1.080
78 H 1.618 -6.277 5.294  C73 1.055
79 H 3.736 -5.194 4.554  C74 1.138
80 H 3.084 -3.555 5.069  C74 1.087
81 H 1.596 -4.793 3.056  O75 0.993
82 C -5.272 -3.710 0.469  C83 1.502, H85 1.066, H86 1.119, H87 1.060
83 C -3.959 -3.038 0.188  C82 1.502, O84 1.372, H88 1.110, H89 1.080
84 O -3.513 -2.387 1.309  C83 1.372, H90 0.994
85 H -6.032 -3.027 0.771  C82 1.066
86 H -5.181 -4.584 1.162  C82 1.119
87 H -5.582 -4.088 -0.472  C82 1.060
88 H -4.179 -2.200 -0.505  C83 1.110
89 H -3.162 -3.636 -0.230  C83 1.080
90 H -3.433 -2.991 2.094  O84 0.994
91 C -3.449 -5.998 5.062  C92 1.517, H94 1.103, H95 1.097, H96 1.076
92 C -3.329 -5.366 3.688  C91 1.517, O93 1.400, H97 1.030, H98 1.158
93 O -2.936 -4.022 3.656  C92 1.400, H99 0.948
94 H -2.514 -6.480 5.393  C91 1.103
95 H -4.150 -6.832 4.935  C91 1.097
96 H -3.774 -5.288 5.803  C91 1.076
97 H -4.272 -5.373 3.276  C92 1.030
98 H -2.695 -6.010 2.965  C92 1.158
99 H -1.998 -3.974 3.786  O93 0.948
100 C -2.075 -1.117 -4.495  C101 1.551, H103 1.041, H104 1.098, H105 1.054
101 C -1.800 -0.183 -3.289  C100 1.551, O102 1.452, H106 1.057, H107 1.076
102 O -2.466 -0.677 -2.097  C101 1.452, H108 0.995
103 H -1.483 -1.972 -4.444  C100 1.041
104 H -1.745 -0.684 -5.449  C100 1.098
105 H -3.113 -1.286 -4.412  C100 1.054
106 H -2.208 0.758 -3.545  C101 1.057
107 H -0.745 -0.033 -3.137  C101 1.076
108 H -1.940 -0.324 -1.330  O102 0.995
109 C -5.055 1.464 -0.081  C110 1.492, H112 1.089, H113 1.119, H114 1.124
110 C -3.746 1.028 0.487  C109 1.492, O111 1.445, H115 1.102, H116 1.026
111 O -3.879 0.328 1.743  C110 1.445, H117 0.979
112 H -5.630 1.992 0.679  C109 1.089
113 H -5.648 0.601 -0.477  C109 1.119
114 H -4.825 2.119 -0.965  C109 1.124
115 H -3.147 1.932 0.685  C110 1.102
116 H -3.212 0.485 -0.199  C110 1.026
117 H -3.663 -0.606 1.544  O111 0.979
118 C 1.433 3.691 -3.488  C119 1.561, H121 1.091, H122 1.084, H123 1.091
119 C 0.750 3.348 -2.127  C118 1.561, O120 1.410, H124 1.075, H125 1.101
120 O 1.584 3.817 -1.092  C119 1.410, H126 1.003
121 H 2.380 3.150 -3.520  C118 1.091
122 H 1.594 4.763 -3.506  C118 1.084
123 H 0.758 3.301 -4.251  C118 1.091
124 H 0.522 2.302 -2.028  C119 1.075
125 H -0.211 3.869 -2.256  C119 1.101
126 H 0.992 3.917 -0.289  O120 1.003
127 C 4.774 -2.444 -3.333  C128 1.551, H130 1.082, H131 1.075, H132 1.062
128 C 5.526 -1.566 -4.366  C127 1.551, O129 1.400, H133 1.127, H134 1.081
129 O 5.950 -0.386 -3.743  C128 1.400, H135 0.972
130 H 3.764 -2.110 -3.136  C127 1.082
131 H 5.360 -2.449 -2.431  C127 1.075
132 H 4.712 -3.381 -3.831  C127 1.062
133 H 4.740 -1.329 -5.138  C128 1.127
134 H 6.323 -2.097 -4.867  C128 1.081
135 H 5.347 -0.072 -3.049  O129 0.972
136 C 5.889 4.695 -1.915  C137 1.521, H139 1.133, H140 1.118, H141 1.116
137 C 5.316 3.287 -1.976  C136 1.521, O138 1.453, H142 1.107, H143 1.140
138 O 4.314 3.121 -0.938  C137 1.453, H144 0.926
139 H 6.256 5.054 -0.906  C136 1.133
140 H 5.023 5.356 -2.164  C136 1.118
141 H 6.774 4.739 -2.595  C136 1.116
142 H 5.960 2.426 -1.709  C137 1.107
143 H 5.020 3.044 -3.050  C137 1.140
144 H 3.446 3.315 -1.197  O138 0.926
145 C 1.309 -1.030 -0.681  C146 1.493, H148 1.076, H149 1.155, H150 1.138
146 C 1.027 0.248 0.038  C145 1.493, O147 1.472, H151 1.097, H152 1.136
147 O -0.246 0.754 -0.500  C146 1.472, H153 0.962
148 H 1.744 -0.889 -1.655  C145 1.076
149 H 0.266 -1.523 -0.743  C145 1.155
150 H 1.866 -1.789 -0.043  C145 1.138
151 H 1.814 1.009 -0.030  C146 1.097
152 H 0.911 0.094 1.157  C146 1.136
153 H -0.500 1.596 -0.108  O147 0.962
154 C 3.910 -3.645 -0.298  O155 1.456, H156 1.083, H157 1.102, H158 1.147
155 O 3.008 -4.490 0.473  C154 1.456, H159 0.958
156 H 4.100 -2.695 0.185  C154 1.083
157 H 4.883 -4.120 -0.499  C154 1.102
158 H 3.381 -3.265 -1.242  C154 1.147
159 H 3.251 -4.470 1.399  O155 0.958
160 C -2.028 4.185 4.563  O161 1.404, H162 1.107, H163 1.126, H164 1.130
161 O -1.698 3.442 3.419  C160 1.404, H165 0.993
162 H -2.215 3.456 5.377  C160 1.107
163 H -1.179 4.887 4.795  C160 1.126
164 H -2.939 4.796 4.294  C160 1.130
165 H -1.708 2.472 3.634  O161 0.993
166 C -0.172 -4.260 -3.322  O167 1.448, H168 1.114, H169 1.071, H170 1.093
167 O -0.963 -4.114 -2.118  C166 1.448, H171 0.977
168 H -0.714 -4.650 -4.213  C166 1.114
169 H 0.361 -3.375 -3.604  C166 1.071
170 H 0.534 -5.058 -3.079  C166 1.093
171 H -1.046 -3.152 -1.971  O167 0.977

Here are the Mulliken charges for atoms 1 to 6, given in e: number 1, C, carries -1.575; number 2, C, carries 1.383; number 3, O, carries 0.629; number 4, H, carries 0.423; number 5, H, carries 0.236; number 6, H, carries 0.373

=====

(3)
Density functional theory data (the ωB97M-V functional and the def2-TZVPD basis) for a cluster of 2 separate species, C4H10OS in total at a distorted geometry.

Energy above the lowest of the compared OMol25 structures with the same formula, charge and spin: 159.94 kJ/mol
LUMO energy: 0.8 eV
HOMO-LUMO gap: 0.371 Eh
E_tot: -631.7638 Ha
Molar mass: 106.19 g mol⁻¹
SMILES: CC=O.CCS

Each atom is followed by the atoms it is bonded to, with distances in Å.
Element x y z (Å)
1 C -2.490 0.009 0.930  C2 1.466, H4 1.174, H5 1.106, H6 1.083
2 C -3.704 0.550 0.313  C1 1.466, O3 1.211, H7 1.143
3 O -4.699 1.092 0.743  C2 1.211
4 H -2.172 -1.117 0.833  C1 1.174
5 H -2.461 0.253 2.009  C1 1.106
6 H -1.577 0.259 0.404  C1 1.083
7 H -3.548 0.799 -0.791  C2 1.143
8 C 3.933 -0.851 0.400  C9 1.559, H11 1.147, H12 1.091, H13 1.089
9 C 3.125 -0.587 -0.906  C8 1.559, S10 1.870, H14 1.099, H15 1.050
10 S 1.344 -0.053 -0.697  C9 1.870, H16 1.381
11 H 3.362 -1.331 1.270  C8 1.147
12 H 4.401 0.122 0.559  C8 1.091
13 H 4.741 -1.486 0.041  C8 1.089
14 H 3.707 0.079 -1.558  C9 1.099
15 H 2.913 -1.507 -1.364  C9 1.050
16 H 1.533 1.313 -0.612  S10 1.381

Here are the natural (NBO) charges for atoms 1 to 6, given in e: number 1, C, carries -0.757; number 2, C, carries 0.431; number 3, O, carries -0.513; number 4, H, carries 0.263; number 5, H, carries 0.238; number 6, H, carries 0.254

=====

(4)
Density functional theory data (the ωB97M-V functional and the def2-TZVPD basis) for the ion C5H8BrN2 with charge +1 at a distorted geometry.

Energy above the lowest of the compared OMol25 structures with the same formula, charge and spin: 479.82 kJ/mol
LUMO energy (spin up / spin down): -4.0 / -4.0 eV
HOMO-LUMO gap (spin up / spin down): 0.345 / 0.345 Eh
Total charge: +1
E_tot: -2878.4502 Ha
Molar mass: 176.04 g mol⁻¹

Each atom is followed by the atoms it is bonded to, with distances in Å.
Element x y z (Å)
1 C 0.343 2.037 -0.081  C2 1.314, C3 1.455, H9 1.101
2 C 0.203 1.263 -1.133  C1 1.314, C4 1.574, H10 1.094
3 C 0.338 1.587 1.304  C1 1.455, N6 1.250, H11 1.125
4 C 0.015 -0.298 -1.043  C2 1.574, C5 1.454, H12 1.152, H13 1.120
5 C -0.901 -0.493 0.069  C4 1.454, N7 1.484, Br8 1.933
6 N -0.058 0.459 1.671  C3 1.250
7 N -0.937 -1.738 0.877  C5 1.484, H14 1.151, H15 1.071, H16 1.140
8 Br -2.612 0.396 -0.074  C5 1.933
9 H 0.348 3.137 -0.032  C1 1.101
10 H 0.505 1.456 -2.167  C2 1.094
11 H 0.626 2.147 2.237  C3 1.125
12 H -0.568 -0.570 -1.998  C4 1.152
13 H 1.014 -0.804 -1.011  C4 1.120
14 H -0.288 -2.642 0.582  N7 1.151
15 H -1.941 -2.060 1.062  N7 1.071
16 H -0.414 -1.423 1.840  N7 1.140

Here are the natural (NBO) charges for atoms 1 to 6, given in e: number 1, C, carries -0.274; number 2, C, carries -0.085; number 3, C, carries 0.054; number 4, C, carries -0.575; number 5, C, carries 0.170; number 6, N, carries -0.391